{
  "formula": "C34H91BF4N13O14Zn",
  "method": "wB97M-V/def2-TZVPD",
  "elements": ["Zn", "B", "F", "F", "F", "F", "C", "O", "N", "N", "H", "H", "H", "H", "C", "O", "N", "N", "H", "H", "H", "H", "C", "O", "N", "N", "H", "H", "H", "H", "C", "O", "N", "N", "H", "H", "H", "H", "C", "O", "C", "C", "N", "C", "C", "O", "C", "H", "H", "H", "H", "H", "H", "H", "H", "H", "H", "H", "H", "H", "H", "H", "C", "O", "C", "C", "N", "C", "C", "O", "C", "H", "H", "H", "H", "H", "H", "H", "H", "H", "H", "H", "H", "H", "H", "H", "C", "O", "C", "C", "N", "C", "C", "O", "C", "H", "H", "H", "H", "H", "H", "H", "H", "H", "H", "H", "H", "H", "H", "H", "C", "O", "C", "C", "N", "C", "C", "O", "C", "H", "H", "H", "H", "H", "H", "H", "H", "H", "H", "H", "H", "H", "H", "H", "C", "O", "C", "C", "N", "C", "C", "O", "C", "H", "H", "H", "H", "H", "H", "H", "H", "H", "H", "H", "H", "H", "H", "H"],
  "xyz": [[4.092, 23.678, 28.890], [1.967, 24.620, 26.618], [0.827, 24.136, 27.199], [3.059, 24.027, 27.304], [1.908, 24.396, 25.299], [1.986, 25.952, 26.838], [1.878, 25.658, 30.271], [2.707, 24.897, 29.741], [1.235, 26.535, 29.544], [1.694, 25.787, 31.551], [1.429, 26.607, 28.556], [0.555, 27.108, 30.024], [1.088, 26.482, 31.964], [2.097, 25.020, 32.070], [1.890, 21.531, 29.238], [2.990, 22.111, 29.197], [1.711, 20.390, 29.789], [0.795, 22.091, 28.889], [0.799, 19.997, 29.979], [2.525, 19.799, 29.881], [0.900, 22.995, 28.451], [-0.049, 21.562, 29.055], [5.896, 22.426, 26.619], [5.188, 22.478, 27.631], [5.535, 22.398, 25.394], [7.188, 22.207, 26.801], [6.395, 22.140, 24.932], [4.637, 22.037, 25.105], [7.886, 22.186, 26.071], [7.546, 22.087, 27.738], [2.059, 21.089, 24.522], [3.253, 21.221, 24.671], [1.147, 21.786, 25.124], [1.466, 20.297, 23.678], [1.537, 22.573, 25.623], [0.217, 21.806, 24.732], [0.460, 20.306, 23.581], [2.031, 19.652, 23.143], [9.404, 27.790, 22.926], [8.465, 26.727, 22.939], [7.581, 26.980, 23.999], [6.530, 25.850, 23.837], [5.526, 26.110, 22.784], [4.486, 25.042, 22.578], [3.701, 25.341, 21.298], [2.452, 24.650, 20.994], [1.383, 24.948, 21.935], [9.818, 27.693, 21.922], [10.312, 27.547, 23.478], [9.068, 28.821, 23.038], [7.107, 27.950, 23.845], [8.231, 26.925, 24.872], [6.127, 25.683, 24.836], [7.065, 24.929, 23.607], [5.915, 26.535, 21.955], [3.802, 24.889, 23.412], [4.891, 24.032, 22.506], [4.357, 25.168, 20.446], [3.495, 26.391, 21.090], [1.485, 24.540, 22.940], [0.398, 24.621, 21.599], [1.337, 26.036, 21.901], [-2.507, 24.605, 25.595], [-2.229, 25.904, 25.151], [-0.856, 26.036, 24.867], [-0.684, 27.190, 23.965], [-1.218, 26.863, 22.604], [-1.046, 27.909, 21.570], [-1.634, 29.314, 21.994], [-3.070, 29.029, 22.125], [-3.718, 30.110, 22.771], [-1.815, 24.220, 26.344], [-2.507, 23.868, 24.792], [-3.508, 24.563, 26.023], [-0.348, 25.196, 24.393], [-0.380, 26.186, 25.836], [0.390, 27.363, 23.895], [-0.955, 28.184, 24.321], [-2.213, 26.727, 22.715], [-1.526, 27.583, 20.648], [0.028, 27.885, 21.387], [-1.676, 30.043, 21.185], [-1.153, 29.802, 22.842], [-3.386, 30.144, 23.809], [-4.775, 29.853, 22.830], [-3.611, 31.084, 22.294], [0.888, 31.441, 18.463], [1.162, 31.939, 19.772], [2.552, 32.365, 20.028], [2.649, 32.684, 21.533], [2.303, 31.522, 22.279], [3.385, 30.468, 22.186], [3.008, 29.387, 23.243], [3.279, 29.867, 24.577], [2.574, 29.180, 25.671], [-0.189, 31.296, 18.372], [1.368, 30.467, 18.369], [1.226, 32.062, 17.633], [2.637, 33.299, 19.473], [3.328, 31.659, 19.731], [1.902, 33.415, 21.844], [3.645, 33.004, 21.839], [1.427, 31.162, 21.929], [4.355, 30.916, 22.401], [3.429, 30.011, 21.197], [3.642, 28.541, 22.976], [1.975, 29.040, 23.268], [2.691, 28.104, 25.548], [1.512, 29.376, 25.521], [2.705, 29.540, 26.691], [1.980, 22.292, 32.632], [2.964, 23.262, 32.210], [4.230, 23.119, 32.686], [5.233, 23.958, 31.896], [5.370, 23.506, 30.444], [6.473, 24.287, 29.908], [6.013, 25.684, 29.292], [5.226, 25.315, 28.229], [5.067, 26.447, 27.339], [1.679, 22.568, 33.643], [2.253, 21.238, 32.570], [1.117, 22.299, 31.966], [4.500, 22.064, 32.639], [4.273, 23.356, 33.749], [6.121, 24.086, 32.515], [4.971, 25.013, 31.977], [5.726, 22.574, 30.598], [6.912, 23.738, 29.075], [7.175, 24.588, 30.687], [6.914, 26.256, 29.067], [5.368, 26.256, 29.959], [5.983, 26.934, 27.002], [4.360, 27.179, 27.728], [4.740, 26.005, 26.398], [-5.192, 22.326, 26.866], [-3.844, 22.130, 27.318], [-3.086, 21.200, 26.484], [-1.663, 21.057, 27.131], [-1.821, 20.852, 28.563], [-2.086, 19.497, 28.940], [-1.913, 19.223, 30.425], [-0.555, 18.851, 30.664], [-0.369, 18.015, 31.817], [-5.695, 23.032, 27.527], [-5.744, 21.387, 26.908], [-5.294, 22.574, 25.809], [-3.135, 21.489, 25.435], [-3.659, 20.283, 26.627], [-1.251, 22.064, 27.061], [-0.972, 20.314, 26.734], [-2.570, 21.499, 28.763], [-1.583, 18.749, 28.327], [-3.127, 19.376, 28.639], [-2.542, 18.378, 30.706], [-2.093, 20.081, 31.072], [0.690, 17.757, 31.813], [-0.967, 17.109, 31.726], [-0.714, 18.479, 32.741]],
  "atomic_forces_ev_per_a": [[-0.8, -0.6, 0.3], [-0.2, 0.5, 0.9], [-1.6, -0.8, 0.6], [-0.2, -0.1, -2.1], [0.8, -0.6, -1.8], [0.6, 2.4, 0.4], [1.6, 0.3, -2.2], [-0.2, 0.0, 0.8], [-1.5, 1.5, -1.1], [0.1, -0.9, 3.1], [-0.2, -0.1, -0.1], [0.1, 0.1, -0.7], [0.2, -0.4, -0.1], [-0.1, 0.1, 0.6], [1.5, 2.5, 0.3], [0.8, -1.3, 0.0], [1.2, -4.7, 1.9], [-1.8, 2.0, -0.9], [0.0, -0.3, -0.1], [-0.3, 0.0, 0.2], [-0.8, 0.0, 0.0], [-0.8, 0.5, -0.6], [-0.6, -0.7, 3.3], [-0.5, 0.2, 0.5], [0.6, 0.5, -2.8], [3.6, 0.0, 1.1], [-1.1, -0.1, -1.6], [-0.7, 0.0, -0.3], [-0.3, 0.0, 0.1], [-0.2, 0.1, -0.3], [0.1, 0.4, -0.5], [1.7, -0.4, 0.2], [-1.5, 2.5, 2.9], [-0.3, -3.5, -3.1], [-0.9, 0.0, -0.1], [0.3, 0.5, 0.5], [0.5, -0.3, -0.2], [-0.4, 0.1, 0.0], [1.6, -1.2, -2.3], [0.4, 1.6, -0.1], [-0.9, -1.8, -1.3], [0.1, 0.3, 0.1], [-1.0, -0.4, 1.6], [0.2, 0.5, -0.3], [-0.8, 0.1, -1.4], [0.6, -0.7, 1.4], [0.6, 0.8, -0.9], [0.0, 0.5, -0.4], [-0.3, 0.2, 1.0], [-0.5, -0.2, 0.4], [-0.1, 0.2, 0.4], [-0.7, 0.1, 0.8], [-0.8, 0.0, -0.2], [0.4, -0.2, 0.0], [0.0, -0.5, -0.1], [0.0, 0.9, 0.4], [0.6, -0.2, -0.4], [0.0, -0.8, -0.1], [-0.1, 0.6, 1.1], [0.6, 0.1, 0.0], [0.4, -0.3, -0.6], [-0.3, 0.2, 0.8], [-0.8, -0.4, 0.2], [-0.4, -1.0, -0.3], [0.0, 0.7, 0.9], [1.0, 1.0, -2.0], [-0.2, 0.6, 0.6], [0.3, 0.5, 1.4], [-1.3, -1.5, -1.8], [1.2, 0.7, 0.8], [-0.6, -0.9, 0.6], [0.3, 0.3, 0.3], [0.2, 0.0, -0.5], [0.0, 0.3, 0.1], [-0.5, -0.5, -0.1], [0.5, 0.2, 0.0], [0.5, -0.4, -0.4], [-1.0, -0.1, 0.5], [-0.2, -0.1, 0.1], [-0.2, 0.0, 0.1], [0.1, 0.7, -0.2], [1.0, 0.0, -0.3], [-0.3, -0.3, 0.4], [0.2, 0.4, 0.2], [-0.1, 0.1, -0.2], [0.3, 0.0, -0.2], [0.4, -0.4, 0.6], [1.1, 0.1, 0.1], [-1.5, 1.4, -0.1], [-0.9, -0.3, -0.7], [1.8, -1.5, 0.8], [-2.9, 0.2, 1.5], [1.0, 0.3, 0.5], [0.3, -0.1, 1.2], [-0.8, 0.1, -2.4], [0.0, 0.1, 0.2], [0.0, -0.2, -0.3], [0.1, 0.4, 0.2], [0.5, 0.0, -0.3], [-0.3, -0.3, -0.2], [0.2, 0.5, -0.5], [0.0, 0.2, -0.3], [0.0, -0.2, -0.1], [-0.1, 0.0, 0.2], [0.1, -0.3, -0.1], [0.1, -0.5, 0.5], [-0.3, 0.3, -0.8], [0.3, -0.1, 0.4], [-0.4, -0.1, -0.2], [1.2, 0.2, -0.4], [0.1, 0.5, 0.1], [-2.4, -0.3, -1.1], [1.3, -0.6, 0.4], [-1.7, 0.6, 0.3], [1.3, 0.9, 3.2], [0.5, 2.5, -0.7], [0.4, -2.1, 2.2], [0.7, 1.8, -2.1], [-0.8, -0.9, -1.3], [-0.2, -0.3, 0.1], [0.9, 0.1, 0.2], [0.1, 0.8, -0.1], [0.4, -0.3, -0.2], [0.3, 0.4, 0.3], [0.9, -1.2, -0.6], [-0.9, 0.1, -0.8], [-0.2, -0.6, -0.7], [0.3, 0.1, 0.2], [0.5, -0.6, 0.0], [-0.1, 0.0, -0.4], [0.3, 0.2, 0.6], [0.5, -0.1, 0.9], [0.0, -0.1, 0.0], [-0.7, 0.2, 0.2], [0.2, -1.0, 0.1], [0.4, 0.4, -1.0], [-0.7, -0.5, 1.3], [-1.2, 1.3, 0.0], [1.9, 0.7, -0.3], [-2.0, 0.1, 0.1], [0.7, -0.6, -0.2], [0.2, -0.4, 0.3], [-0.3, 0.2, -0.8], [0.3, 0.1, -0.2], [-0.1, -0.3, 0.4], [0.5, 0.7, 0.0], [0.3, 0.2, 0.0], [0.2, -0.6, -0.5], [0.5, -0.1, -0.4], [-0.3, 0.1, -0.4], [-0.3, -0.3, 0.9], [0.6, 0.3, 0.2], [-0.5, -0.9, 0.5], [-0.2, 0.0, 0.1], [-0.6, 0.2, -0.2], [-0.1, 0.1, 0.4], [0.0, -0.2, -0.2], [0.3, 0.4, 0.1]],
  "mulliken_charge": [0.56, -0.26, -0.57, 0.69, -0.01, -0.24, 0.24, -0.01, -0.29, -0.39, -0.12, 0.18, 0.17, 0.23, 0.24, -0.45, 0.03, 0.26, 0.00, 0.32, 0.03, -0.07, 0.28, -0.29, 0.12, -0.46, 0.19, 0.32, 0.16, 0.21, 0.34, -0.81, 0.23, -0.40, -0.50, 0.32, 0.09, 0.27, -0.81, -0.35, -0.85, 0.21, -0.19, 0.83, -0.99, -0.51, 0.01, 0.30, 0.30, 0.32, 0.38, 0.45, -0.22, 0.20, 0.35, -0.81, 0.31, 0.43, 0.37, -0.19, 0.39, 0.00, -0.52, -0.52, 0.04, 0.05, -0.21, -0.84, -0.61, -0.38, -0.77, 0.14, 0.29, 0.28, -0.07, 0.01, -0.26, 0.43, 0.39, 0.39, 0.25, 0.66, 0.28, 0.30, 0.28, 0.30, -0.84, -0.28, -0.54, -0.73, -0.14, -0.92, 1.13, -0.52, -0.45, 0.24, 0.32, 0.35, 0.47, 0.36, 0.35, 0.38, 0.06, 0.43, 0.27, -0.05, -0.55, 0.06, 0.29, 0.43, -1.04, -0.15, -0.70, -1.01, 0.25, -0.80, -0.64, 0.61, -0.67, 0.35, 0.40, 0.23, 0.37, 0.43, 0.56, 0.44, 0.29, -0.05, 0.55, 0.57, 0.37, 0.53, 0.29, -0.32, -0.91, -0.40, -0.94, 0.03, -0.17, -0.77, -0.80, -0.47, -0.97, 0.27, 0.35, 0.37, 0.58, 0.59, -0.63, 0.61, 0.22, 0.41, 0.44, 0.52, 0.30, 0.31, 0.34, 0.34],
  "homo_ev": -9.66,
  "charge": 1,
  "relative_energy_kcal_mol": 85.11
}

{
  "formula": "C32H30As2IrN9O",
  "method": "wB97M-V/def2-TZVPD",
  "elements": ["Ir", "C", "C", "N", "C", "C", "N", "C", "C", "C", "C", "C", "N", "C", "C", "N", "C", "C", "N", "C", "C", "C", "N", "C", "C", "H", "H", "H", "H", "H", "H", "H", "H", "H", "H", "H", "H", "C", "As", "C", "C", "C", "C", "C", "C", "C", "As", "C", "C", "H", "H", "H", "H", "H", "H", "H", "H", "H", "H", "H", "H", "H", "H", "H", "H", "N", "C", "O", "C", "C", "N", "C", "N", "H", "H"],
  "xyz": [[-0.454, 0.086, -0.828], [2.609, 0.257, -4.098], [1.393, 0.322, -3.433], [1.344, 0.305, -2.111], [2.499, 0.297, -1.404], [3.716, 0.238, -2.112], [3.743, 0.203, -3.413], [2.345, 0.417, 0.026], [3.393, 0.449, 0.923], [3.172, 0.704, 2.289], [1.860, 1.048, 2.641], [0.838, 1.028, 1.707], [1.054, 0.596, 0.430], [-0.488, 1.534, 1.952], [-0.837, 2.378, 3.027], [-2.030, 2.885, 3.137], [-2.947, 2.618, 2.213], [-2.627, 1.811, 1.132], [-1.422, 1.271, 1.004], [4.269, 0.679, 3.259], [4.131, 1.195, 4.555], [5.207, 1.131, 5.426], [6.352, 0.611, 5.060], [6.533, 0.123, 3.858], [5.512, 0.124, 2.922], [2.679, 0.250, -5.173], [0.456, 0.415, -3.962], [4.669, 0.221, -1.605], [4.393, 0.337, 0.542], [1.620, 1.364, 3.642], [-0.114, 2.661, 3.780], [-3.919, 3.068, 2.336], [-3.344, 1.590, 0.353], [3.224, 1.661, 4.897], [5.143, 1.507, 6.436], [7.509, -0.282, 3.634], [5.699, -0.311, 1.956], [-1.677, -1.768, 2.297], [-0.861, -1.912, 0.528], [0.676, -3.051, 0.923], [-2.105, -3.060, -0.440], [-2.452, -4.302, 0.086], [-3.347, -5.120, -0.581], [-3.905, -4.693, -1.777], [-3.562, -3.460, -2.302], [-2.660, -2.629, -1.645], [-2.122, -0.898, -2.396], [-1.490, -1.476, -4.157], [-3.829, -0.106, -2.947], [-1.846, -2.771, 2.699], [-2.631, -1.243, 2.232], [-1.018, -1.222, 2.976], [0.355, -3.946, 1.462], [1.379, -2.497, 1.549], [1.181, -3.349, 0.004], [-2.013, -4.631, 1.023], [-3.606, -6.086, -0.175], [-4.606, -5.328, -2.296], [-4.005, -3.147, -3.241], [-2.179, -2.220, -4.563], [-0.498, -1.923, -4.084], [-1.456, -0.624, -4.838], [-4.420, -0.855, -3.479], [-3.629, 0.722, -3.629], [-4.403, 0.264, -2.097], [-2.697, 3.443, -2.883], [-1.672, 2.958, -2.161], [-1.186, 1.837, -2.405], [-1.199, 3.799, -1.074], [-2.003, 4.805, -0.550], [-2.734, 5.575, -0.105], [0.029, 3.524, -0.492], [1.045, 3.258, -0.014], [-2.990, 2.968, -3.720], [-3.051, 4.373, -2.727]],
  "atomic_forces_ev_per_a": [[-1.1, 2.9, 0.6], [0.0, 0.2, 0.5], [-0.2, 0.1, -0.7], [-0.6, -1.3, 1.0], [0.1, -0.2, -1.2], [-0.8, 0.2, 1.1], [0.4, -0.1, -1.1], [-0.8, 0.1, 1.1], [-0.2, 0.3, 0.3], [-0.5, 0.1, -0.7], [0.0, 0.0, -0.3], [1.2, -0.7, -0.9], [1.2, 0.2, 1.1], [-1.4, 0.4, 0.0], [0.9, -0.8, -0.8], [-1.1, 0.5, 0.3], [0.6, 0.0, 0.1], [-0.5, -0.2, -0.4], [0.9, -1.1, -0.6], [0.7, 0.0, 0.6], [-0.1, -0.1, -0.3], [-0.6, 0.1, -0.4], [1.3, 0.0, 1.1], [-0.5, 0.0, -0.5], [-0.3, 0.1, -0.1], [-0.1, 0.0, -0.2], [0.0, -0.1, 0.0], [0.1, 0.0, 0.1], [0.1, -0.1, 0.0], [0.0, 0.0, 0.1], [0.1, 0.0, 0.0], [-0.1, 0.0, -0.1], [0.0, 0.1, 0.0], [-0.2, 0.1, 0.0], [-0.1, 0.1, 0.1], [0.1, -0.1, -0.1], [0.0, -0.1, -0.1], [0.0, 0.5, -0.1], [0.4, -0.9, -0.4], [0.1, 0.2, -0.1], [0.1, 0.4, -0.1], [0.3, 0.1, 0.3], [0.0, 0.0, 0.0], [0.0, 0.0, 0.0], [0.0, 0.2, -0.2], [0.2, 0.3, 0.2], [-0.5, -0.8, -0.2], [0.2, 0.2, 0.1], [0.2, 0.2, 0.2], [0.1, 0.1, -0.3], [0.1, -0.1, 0.0], [0.0, -0.1, -0.1], [-0.1, 0.2, -0.1], [-0.1, 0.0, 0.0], [-0.1, 0.1, 0.0], [-0.1, -0.1, 0.0], [0.0, 0.0, 0.0], [0.0, 0.0, -0.1], [0.0, 0.0, 0.0], [0.0, 0.1, 0.2], [-0.1, 0.0, 0.0], [0.0, 0.0, 0.1], [0.2, 0.0, 0.1], [0.1, -0.1, 0.1], [0.1, -0.1, 0.0], [-0.2, -0.4, -0.4], [-0.1, 2.5, 1.8], [1.1, -2.2, -0.3], [-0.4, -1.1, -1.2], [-0.3, 0.4, 0.1], [-0.3, 0.3, 0.1], [0.2, -0.1, 0.0], [0.5, 0.0, 0.2], [0.0, 0.0, 0.1], [0.1, 0.1, 0.0]],
  "mulliken_charge": [2.35, -0.82, -0.41, 0.03, 0.28, -0.40, -0.52, -0.54, -0.38, 0.66, -1.00, 0.00, 1.04, -0.12, -0.56, -0.48, -0.70, -0.68, 0.30, 1.03, -0.48, -0.51, -0.53, -0.47, -0.62, 0.42, 0.74, 0.47, 0.45, 0.45, 0.54, 0.46, 0.48, 0.41, 0.40, 0.39, 0.31, -1.25, 0.61, -1.20, 0.70, -0.81, -0.83, -0.83, -0.94, 0.31, 1.16, -1.32, -1.16, 0.54, 0.36, 0.39, 0.48, 0.39, 0.38, 0.29, 0.43, 0.43, 0.30, 0.52, 0.34, 0.46, 0.48, 0.33, 0.32, -0.38, 0.39, -0.47, 0.06, -0.27, -0.53, 0.43, -0.53, 0.25, 0.19],
  "homo_ev": -12.60,
  "charge": 2,
  "relative_energy_kcal_mol": 69.51
}